[1]
Computed, not measured: a 5-piece molecular cluster, C27H54Br2F3N5O5P overall, with ωB97M-V with the def2-TZVPD basis set.

XYZ file:
```
97
Properties=species:S:1:pos:R:3:lowdin_spin:R:1
C 1.71986 -2.83709 0.14407 0.000
P 1.60120 -1.54612 1.43111 0.000
C 3.31824 -0.95669 1.69265 0.000
C 0.63072 -0.10810 0.66737 0.001
C -0.80897 -0.66652 0.63569 0.000
C -1.86272 0.16346 -0.10938 0.001
C -2.58678 1.29997 0.59749 0.000
F -1.87437 2.46155 0.49891 0.004
Br -2.98200 0.93896 2.46104 0.000
C -3.95199 1.62340 -0.08002 0.000
F -4.87491 0.70157 0.23250 0.000
F -4.40093 2.81235 0.33709 0.000
Br -3.82925 1.70174 -2.02069 0.000
C 1.15874 0.16627 -0.77087 -0.001
C 1.44333 1.62477 -1.23000 0.028
C 0.53548 1.96538 -2.43763 0.007
C 2.89176 1.73745 -1.74340 0.019
N 1.14264 2.63739 -0.20064 0.386
O 1.38101 3.83672 -0.57076 0.497
C 1.46788 2.34779 1.21011 0.028
C 2.97667 2.37274 1.46325 0.021
C 0.86585 3.49604 2.05825 0.001
C 0.76150 1.06596 1.66952 0.001
H 2.28763 -2.51473 -0.73554 0.000
H 2.23265 -3.69778 0.56577 0.000
H 0.71768 -3.12425 -0.15280 0.000
H 3.82742 -0.54368 0.81625 0.000
H 3.89657 -1.82468 2.01086 0.000
H 3.32140 -0.24156 2.50897 0.000
H -0.74675 -1.60475 0.08172 0.000
H -1.11954 -0.94519 1.63840 0.000
H -1.41328 0.60544 -0.99705 0.000
H -2.63311 -0.52511 -0.46000 0.000
H 0.42149 -0.25183 -1.45581 0.000
H 2.06249 -0.41247 -0.95100 0.000
H 0.99676 2.76441 -3.01561 0.000
H 0.46658 1.10404 -3.10097 0.000
H -0.45113 2.29568 -2.11687 0.000
H 3.25085 2.76244 -1.68527 0.003
H 3.57352 1.08437 -1.19902 0.000
H 2.92034 1.41505 -2.78398 0.001
H 3.35408 3.38514 1.33872 0.002
H 3.53949 1.66126 0.86762 0.000
H 3.12228 2.12450 2.51563 0.002
H -0.06604 3.82455 1.60639 0.000
H 1.56057 4.32255 2.16073 0.000
H 0.63899 3.09885 3.04775 0.000
H 1.25779 0.71299 2.57573 0.000
H -0.23669 1.35976 1.98054 0.000
C -0.58103 -4.23578 2.87537 0.000
O -0.85631 -3.36043 2.07861 0.000
N -1.43063 -4.70243 3.81253 0.000
C -1.05207 -5.74559 4.74106 0.000
C -2.76308 -4.13015 3.88337 0.000
H 0.40691 -4.72240 2.89454 0.000
H -1.70479 -6.61474 4.63161 0.000
H -1.11828 -5.38835 5.77099 0.000
H -0.02699 -6.05280 4.54393 0.000
H -3.29104 -4.27559 2.93997 0.000
H -2.70707 -3.05757 4.07317 0.000
H -3.31750 -4.61086 4.68597 0.000
C 0.09344 -6.82688 0.04149 0.000
O 0.96272 -6.07643 0.44136 0.000
N -0.63591 -6.63088 -1.07274 0.000
C -1.65174 -7.56818 -1.50324 0.000
C -0.39127 -5.43590 -1.86235 0.000
H -0.17535 -7.75642 0.57320 0.000
H -1.41644 -7.96169 -2.49412 0.000
H -2.62919 -7.08322 -1.54392 0.000
H -1.70397 -8.39898 -0.80236 0.000
H 0.64398 -5.40914 -2.20382 0.000
H -0.57180 -4.54514 -1.26082 0.000
H -1.05720 -5.43311 -2.72181 0.000
C -3.56280 0.22646 -6.70170 0.000
O -3.26556 -0.35786 -7.72413 0.000
N -4.70079 0.92815 -6.52636 0.000
C -5.00426 1.60255 -5.28224 0.000
C -5.64470 1.00085 -7.62818 0.000
H -2.91154 0.23099 -5.80995 0.000
H -5.92533 1.21143 -4.84524 0.000
H -5.11794 2.67684 -5.44203 0.000
H -4.19107 1.43903 -4.57681 0.000
H -5.97907 0.00180 -7.90880 0.000
H -5.17551 1.45476 -8.50133 0.000
H -6.50138 1.59810 -7.32548 0.000
C 5.05758 5.41633 3.39202 0.000
O 4.51385 4.66676 4.17910 0.000
N 4.52833 6.56868 2.93726 0.000
C 5.22407 7.41764 1.99386 0.000
C 3.21383 6.96306 3.41587 0.000
H 6.05703 5.20331 2.97424 0.000
H 5.39613 8.40767 2.42154 0.000
H 4.64225 7.52961 1.07676 0.000
H 6.18597 6.97445 1.74385 0.000
H 3.22295 7.07534 4.50039 0.000
H 2.47262 6.20519 3.16327 0.000
H 2.93491 7.90754 2.95532 0.000
```

Calculated values
- energy (hartree) = -7500.0718
- charge = 0
- spin multiplicity = 2
- M (g mol⁻¹) = 776.5
- gap between HOMO and LUMO (spin up / spin down) (eV) = 7.80 / 7.79
- HOMO level (spin up / spin down) (Ha) = -0.2722 / -0.2722
- LUMO (spin up / spin down) (Ha) = 0.014 / 0.014

=====

[2]
Computed, not measured: a 7-piece molecular cluster, C27H54BrI2NO9S6 overall, with ωB97M-V with the def2-TZVPD basis set.

XYZ file:
```
100
Properties=species:S:1:pos:R:3:mulliken_charge:R:1
C 5.38692 -3.96171 2.77245 -0.896
C 5.98506 -2.77949 1.82414 -0.517
C 4.82065 -1.73821 1.44476 0.062
Br 3.80554 -1.38183 3.15603 -0.150
O 3.93990 -2.23859 0.38476 -0.337
C 3.52221 -1.07486 -0.36190 0.116
O 2.74339 -0.28349 0.20682 -0.423
N 4.04412 -0.96870 -1.73343 0.439
C 3.02784 -1.28766 -2.78206 -0.487
C 1.67355 -1.94492 -2.23638 0.189
O 1.51998 -3.20663 -2.16863 -0.578
C 0.42632 -1.05326 -1.79184 0.665
C -0.32236 -1.45965 -0.49092 -0.482
C -1.52643 -0.59494 0.02418 -0.431
C -1.88522 0.64679 -0.83807 -0.092
C -1.14304 1.04403 -2.15539 -0.699
C 0.06092 0.18128 -2.66780 -0.354
C 4.77501 0.30143 -1.98102 -1.089
I 5.68010 0.13582 -4.00003 0.038
C 3.85348 1.63447 -1.99332 0.186
C 4.16348 2.42894 -0.60365 -0.997
I 4.30291 3.01095 -3.61940 0.106
H 6.01666 -4.91015 2.60348 0.379
H 4.29826 -4.20486 2.52755 0.282
H 5.53102 -3.68849 3.88165 0.245
H 6.74419 -2.21344 2.48511 0.273
H 6.51383 -3.23716 0.92149 0.267
H 5.32237 -0.77036 1.07583 0.218
H 2.73764 -0.41782 -3.46150 0.410
H 3.51105 -2.07981 -3.47375 0.352
H 0.05132 -2.39672 0.04811 0.282
H -2.08298 -0.85222 0.99717 0.327
H -2.73446 1.31068 -0.47398 0.251
H -1.40725 1.97002 -2.76331 0.349
H 0.64276 0.42488 -3.61576 0.445
H 5.68026 0.37314 -1.26814 0.580
H 2.74456 1.35268 -2.03111 0.204
H 4.44020 1.63900 0.18912 0.194
H 3.22275 2.96939 -0.23814 0.317
H 5.00975 3.18282 -0.72050 0.369
C -4.71829 2.68883 2.22632 -0.960
S -5.51998 1.22845 1.53131 0.504
O -4.61286 0.67783 0.47688 -0.608
C -6.84570 2.12281 0.69192 -0.998
H -3.82898 2.36796 2.77004 0.317
H -4.42715 3.37141 1.42522 0.411
H -5.40236 3.18752 2.91564 0.345
H -6.42243 2.84049 -0.01318 0.314
H -7.46057 2.63968 1.43082 0.353
H -7.46043 1.40239 0.15094 0.333
C 3.19461 3.07536 -9.30848 -0.994
S 2.94962 3.02859 -7.51986 0.500
O 1.47575 3.01916 -7.26902 -0.605
C 3.54132 4.70507 -7.20342 -0.971
H 2.85111 2.12931 -9.72816 0.309
H 2.61884 3.89456 -9.74313 0.304
H 4.25592 3.20344 -9.52834 0.377
H 2.94426 5.42357 -7.76782 0.356
H 4.59157 4.78089 -7.49100 0.380
H 3.44306 4.91062 -6.13666 0.245
C 7.64473 -7.02896 6.19592 -0.995
S 6.54046 -6.08390 5.12419 0.578
O 7.10567 -4.70607 5.00844 -0.601
C 5.16343 -6.00780 6.29023 -0.944
H 8.59490 -7.16397 5.67833 0.336
H 7.81407 -6.48728 7.12819 0.303
H 7.20465 -8.00605 6.40312 0.368
H 5.48603 -5.52950 7.21678 0.309
H 4.80270 -7.01754 6.49430 0.383
H 4.36122 -5.42186 5.83980 0.291
C -3.62894 1.00998 -8.05962 -0.936
S -2.42663 1.75213 -6.93400 0.553
O -3.04063 2.99839 -6.38232 -0.634
C -1.24985 2.24759 -8.21032 -0.757
H -4.48007 0.66094 -7.47391 0.314
H -3.96845 1.75158 -8.78506 0.290
H -3.17281 0.16210 -8.57373 0.330
H -1.73583 2.91284 -8.92712 0.376
H -0.86942 1.36007 -8.71970 0.322
H -0.42055 2.77232 -7.73131 0.213
C -2.33194 -1.00779 5.65309 -1.074
S -3.42625 -0.09045 4.54796 0.659
O -2.85927 1.28506 4.39739 -0.660
C -4.81262 0.01839 5.69961 -0.853
H -1.37782 -1.15771 5.14677 0.353
H -2.16916 -0.44164 6.57200 0.316
H -2.77515 -1.97837 5.88259 0.363
H -4.49697 0.52117 6.61600 0.367
H -5.17654 -0.98480 5.92795 0.398
H -5.61105 0.59272 5.22750 0.099
C -8.54296 1.88669 6.24279 -0.870
S -9.34593 0.42643 5.54622 0.491
O -8.43980 -0.12380 4.49292 -0.565
C -10.67136 1.32135 4.70706 -0.882
H -7.65401 1.56488 6.78637 0.263
H -8.25075 2.56960 5.44282 0.256
H -9.22636 2.38553 6.93218 0.394
H -10.24798 2.03900 4.00203 0.255
H -11.28636 1.83839 5.44581 0.354
H -11.28599 0.60105 4.16606 0.316
```

Calculated values
- energy (hartree) = -7351.1566
- charge = 0
- M (g mol⁻¹) = 1062.8
- gap between HOMO and LUMO (eV) = 7.99
- HOMO level (Ha) = -0.2993
- LUMO (Ha) = -0.006

=====

[3]
Computed, not measured: C27H54Cl26N2NbO6 as an isolated structure, with ωB97M-V with the def2-TZVPD basis set.

XYZ file:
```
116
Properties=species:S:1:pos:R:3:mulliken_charge:R:1
C 2.73475 -2.01483 4.25136 -0.339
C 2.39590 -1.12909 3.49376 -0.007
Nb 1.66949 0.49349 2.06792 -0.888
N 3.58988 0.44872 1.27121 -0.199
C -0.20883 0.46047 3.33528 0.056
C -1.41600 1.26677 2.79797 -0.824
C -1.73198 1.17442 1.30508 0.376
C -3.16396 1.65358 1.10875 -0.244
O -3.42924 1.70176 -0.30216 -0.427
C 2.50104 1.98045 3.59341 -0.657
O 3.90436 2.26789 3.46154 -0.264
C 4.10608 3.33764 2.59299 -0.543
O 5.46754 3.46931 2.33326 -0.382
C 5.91083 2.84400 1.15600 -0.157
C 6.83684 1.62283 1.41711 -0.314
O 7.01955 1.35950 2.80044 -0.536
N 0.89434 -0.94106 0.63315 0.704
C 0.79047 -0.53246 -0.72351 0.293
C 1.56662 0.59866 -1.33286 -0.097
O 0.03158 -1.15148 -1.44519 -0.818
C 1.49084 -2.19962 0.71784 0.606
C 0.82911 -3.25138 1.56740 -1.248
O 2.51548 -2.48808 0.12751 -0.399
H 2.73626 -2.72758 5.03632 0.521
H 1.12189 1.94997 1.13629 -0.132
H 3.66440 -0.26774 0.54663 0.055
H 4.29349 0.18350 1.95394 0.020
H 0.05972 0.92024 4.29027 0.518
H -0.47529 -0.56787 3.58500 -0.188
H -1.35525 2.30910 3.10459 0.289
H -2.29932 0.86767 3.30730 0.280
H -1.11715 1.82434 0.69140 0.153
H -1.69114 0.13865 0.97601 0.157
H -3.84917 0.97113 1.60842 -0.113
H -3.23060 2.66436 1.51832 0.243
H -4.38012 1.63161 -0.41157 0.216
H 1.96335 2.93725 3.54078 0.420
H 2.31836 1.58656 4.59021 0.324
H 3.78237 4.26140 3.09085 0.315
H 3.50546 3.21411 1.68462 0.386
H 6.51998 3.57594 0.62048 0.273
H 5.10487 2.52977 0.49820 0.209
H 6.41953 0.74092 0.93616 0.195
H 7.81389 1.83319 0.98204 0.241
H 6.77566 0.44784 2.95841 0.305
H 1.20024 1.56979 -1.02171 0.238
H 1.39196 0.53300 -2.40294 -0.462
H 2.63878 0.52274 -1.19373 0.160
H 0.01255 -2.85770 2.15928 0.170
H 1.60726 -3.64238 2.21506 0.282
H 0.52511 -4.06285 0.91096 0.351
C -0.48524 -3.53515 -3.65824 0.529
Cl -2.10518 -3.51366 -4.40384 -0.213
Cl -0.27009 -4.95488 -2.63840 -0.168
H 0.25405 -3.55945 -4.45141 0.291
H -0.36329 -2.64375 -3.05096 -0.347
C -5.75433 -1.36814 2.31548 -0.054
Cl -4.04375 -1.25515 2.72919 -0.037
Cl -6.67392 0.02728 2.90428 -0.173
H -5.82508 -1.39109 1.23562 -0.061
H -6.16711 -2.26706 2.75722 0.340
C -5.72276 -0.97635 -2.40583 -0.104
Cl -6.83938 -0.47511 -3.68235 -0.172
Cl -6.24089 -0.40992 -0.81311 -0.146
H -5.67460 -2.05734 -2.38911 0.265
H -4.74539 -0.55999 -2.61288 0.135
C -1.21733 0.22472 -5.16183 0.149
Cl 0.43979 0.52226 -4.63962 -0.209
Cl -2.30587 1.54817 -4.71563 -0.224
H -1.22375 0.11404 -6.23802 0.320
H -1.56589 -0.68550 -4.68885 -0.151
C -2.19347 -3.21988 -8.07338 -0.199
Cl -1.05912 -2.13916 -7.25773 -0.099
Cl -1.65192 -3.63992 -9.70304 -0.173
H -2.28057 -4.12843 -7.48877 0.200
H -3.15369 -2.72353 -8.14276 0.281
C 5.51957 -4.74395 3.00355 -0.457
Cl 4.62739 -3.21470 2.96547 0.013
Cl 4.61013 -6.00001 3.86917 -0.196
H 5.69316 -5.08401 1.98859 0.242
H 6.46412 -4.59210 3.51238 0.320
C 4.22988 -3.98117 -2.00475 0.252
Cl 5.58977 -3.11960 -1.28562 -0.162
Cl 4.56107 -4.46499 -3.68116 -0.213
H 4.03498 -4.87062 -1.41963 0.228
H 3.36616 -3.32833 -1.98939 -0.143
C -3.13276 4.96502 -6.19409 0.215
Cl -4.72227 5.66275 -5.84291 -0.141
Cl -2.90503 4.69737 -7.92555 -0.165
H -2.36981 5.64872 -5.84364 0.284
H -3.05025 4.01523 -5.68220 -0.160
C 8.98250 5.45729 0.72140 -0.137
Cl 9.59666 4.16024 -0.31204 -0.160
Cl 7.97597 6.59551 -0.18203 -0.156
H 8.38500 5.01616 1.51180 0.141
H 9.82455 5.99486 1.13913 0.305
C -3.73033 -1.13412 6.86217 -0.343
Cl -3.47751 0.25697 7.92473 -0.167
Cl -2.41484 -1.33557 5.70940 -0.033
H -3.79860 -2.02628 7.47333 0.362
H -4.65349 -0.98335 6.31218 0.181
C -7.05030 1.13617 9.95482 -0.245
Cl -6.62810 -0.14910 8.82248 -0.115
Cl -8.11106 2.34430 9.21944 -0.154
H -7.56120 0.69724 10.80279 0.278
H -6.13812 1.62509 10.27602 0.237
C 0.15988 -8.47092 -5.05050 -0.286
Cl -0.80742 -7.00085 -5.18331 -0.078
Cl -0.70991 -9.75920 -4.20630 -0.160
H 0.40802 -8.81639 -6.04645 0.281
H 1.06196 -8.24087 -4.49618 0.241
C -6.95247 8.40135 -6.65193 0.005
Cl -8.05266 8.68793 -8.00732 -0.167
Cl -7.56788 9.10625 -5.15222 -0.154
H -6.84120 7.33344 -6.51520 0.031
H -5.99392 8.85014 -6.88016 0.282
```

Calculated values
- energy (hartree) = -13643.8772
- charge = -1
- M (g mol⁻¹) = 1517.4
- gap between HOMO and LUMO (eV) = 6.83
- HOMO level (Ha) = -0.1945
- LUMO (Ha) = 0.056

=====

no.,strongest force on any atom (eV Å⁻¹)
1,1.56
2,4.91
3,1.52